Molecular formula: C31H60F3FeN6O7S2
Method: DFT, ωB97M-V/def2-TZVPD

Summary:
Lowest unoccupied orbital energy (alpha / beta) (eV): 0.43 / -2.29
Gap between HOMO and LUMO (alpha / beta) (eV): 8.50 / 5.78
Spin multiplicity: 6

Last column: Mulliken charge in e.
Element x y z (Å)
Fe: -8.360 -22.674 -1.752  0.76
S: -7.962 -20.399 -1.813  1.01
O: -6.986 -21.355 -2.482  -0.21
O: -9.240 -20.960 -2.435  -0.19
O: -8.111 -21.100 -0.476  -0.52
O: -7.693 -19.013 -1.934  -1.07
C: -11.503 -23.001 1.325  0.68
F: -10.740 -21.904 1.500  -0.18
F: -11.055 -23.957 2.168  -0.24
F: -12.770 -22.717 1.610  -0.21
S: -11.379 -23.596 -0.423  1.30
O: -11.607 -25.007 -0.357  -0.68
O: -12.323 -22.798 -1.140  -0.64
O: -9.973 -23.292 -0.791  -0.56
C: -5.715 -19.644 -4.811  0.30
C: -4.795 -19.199 -5.943  -1.06
N: -4.774 -20.092 -7.084  0.30
C: -6.023 -20.062 -7.829  0.25
C: -6.308 -18.790 -8.627  -1.25
C: -3.615 -19.894 -7.933  -0.52
C: -2.313 -20.347 -7.322  -1.19
H: -6.769 -19.673 -5.107  -0.85
H: -5.578 -18.998 -3.949  0.39
H: -5.509 -20.692 -4.574  0.23
H: -5.065 -18.168 -6.245  0.22
H: -3.799 -19.081 -5.512  0.52
H: -5.988 -20.907 -8.526  0.37
H: -6.832 -20.260 -7.126  -0.54
H: -7.286 -18.865 -9.106  0.46
H: -6.360 -17.900 -7.994  0.25
H: -5.563 -18.617 -9.402  0.36
H: -3.537 -18.858 -8.307  0.34
H: -3.773 -20.494 -8.839  0.40
H: -1.501 -20.075 -8.002  0.39
H: -2.247 -21.433 -7.228  0.29
H: -2.123 -19.916 -6.340  0.30
C: -4.986 -23.435 -2.126  -1.14
C: -5.877 -24.541 -1.630  -1.03
N: -7.075 -24.143 -0.810  1.66
C: -7.825 -25.405 -0.542  -0.40
C: -7.175 -26.455 0.338  -1.54
C: -6.569 -23.561 0.476  0.00
C: -7.614 -23.317 1.529  -1.39
H: -5.382 -22.997 -3.043  0.13
H: -4.015 -23.848 -2.406  0.55
H: -4.804 -22.636 -1.414  0.11
H: -6.273 -25.114 -2.467  0.72
H: -5.279 -25.252 -1.055  0.36
H: -8.799 -25.141 -0.130  -0.02
H: -8.133 -25.871 -1.482  0.30
H: -6.953 -26.098 1.339  0.29
H: -7.849 -27.308 0.405  0.49
H: -6.265 -26.849 -0.118  0.35
H: -6.017 -22.648 0.257  -0.49
H: -5.827 -24.259 0.879  0.69
H: -7.106 -22.950 2.420  0.52
H: -8.094 -24.251 1.837  0.39
H: -8.404 -22.635 1.233  -0.04
C: -13.247 -19.587 -7.072  -1.26
C: -12.552 -20.774 -6.423  -0.84
N: -11.263 -20.474 -5.789  0.20
C: -10.246 -20.020 -6.745  0.25
C: -9.952 -21.033 -7.847  -1.45
C: -11.363 -19.540 -4.668  0.07
C: -12.297 -20.005 -3.569  -1.39
H: -13.526 -18.795 -6.379  0.28
H: -14.123 -19.911 -7.638  0.44
H: -12.631 -19.101 -7.840  0.26
H: -13.232 -21.171 -5.669  0.44
H: -12.361 -21.571 -7.138  0.55
H: -9.324 -19.841 -6.176  -0.56
H: -10.497 -19.052 -7.205  0.62
H: -9.156 -20.595 -8.452  0.36
H: -10.800 -21.151 -8.518  0.49
H: -9.568 -21.980 -7.472  0.11
H: -10.350 -19.408 -4.272  -0.53
H: -11.666 -18.536 -5.011  0.77
H: -13.319 -19.661 -3.766  0.37
H: -12.381 -21.090 -3.518  0.09
H: -12.014 -19.612 -2.596  0.39
N: -5.673 -19.757 0.618  0.12
C: -4.400 -19.918 0.134  -0.63
C: -3.683 -20.578 1.091  -0.51
C: -4.553 -20.820 2.202  -0.38
C: -5.765 -20.289 1.869  -0.70
H: -6.483 -19.439 0.115  0.18
H: -4.115 -19.521 -0.824  0.48
H: -2.623 -20.774 1.091  0.46
H: -4.275 -21.289 3.129  0.46
H: -6.682 -20.195 2.426  0.47
N: -9.739 -22.539 -4.548  0.73
C: -10.462 -23.367 -3.759  -0.28
C: -9.671 -24.453 -3.428  -1.20
C: -8.407 -24.209 -4.033  -1.14
C: -8.455 -22.995 -4.681  -0.55
H: -10.177 -21.761 -5.080  0.29
H: -11.492 -23.142 -3.545  0.53
H: -9.942 -25.379 -2.952  0.58
H: -7.661 -24.984 -4.124  0.83
H: -7.792 -22.507 -5.375  0.63
N: -7.893 -17.143 -4.122  0.43
C: -6.767 -16.379 -4.133  -0.33
C: -6.892 -15.457 -5.138  -0.77
C: -8.167 -15.650 -5.730  -0.71
C: -8.764 -16.693 -5.074  -0.34
H: -8.035 -17.927 -3.506  0.38
H: -5.979 -16.498 -3.409  0.43
H: -6.174 -14.680 -5.343  0.47
H: -8.595 -15.065 -6.527  0.43
H: -9.704 -17.204 -5.198  0.25

Molecular formula: C31H60FN3O8S
Method: DFT, ωB97M-V/def2-TZVPD

Summary:
Lowest unoccupied orbital energy (alpha / beta) (eV): 0.38 / -0.13
Gap between HOMO and LUMO (alpha / beta) (eV): 8.58 / 9.08
Spin multiplicity: 3

Last column: Mulliken charge in e.
Element x y z (Å)
C: -3.926 1.323 -3.906  -0.88
C: -2.971 0.173 -3.880  0.80
O: -2.780 -0.439 -4.899  -0.57
O: -2.312 -0.168 -2.757  -0.24
C: -0.935 -0.539 -3.027  -0.80
C: -0.112 -0.245 -1.777  1.14
C: 0.761 -1.409 -1.309  -1.31
C: 1.721 -0.965 -0.188  0.99
C: 1.214 -1.314 1.218  -1.03
C: 1.473 -0.225 2.258  -1.03
N: 0.954 1.107 1.861  0.64
C: 1.883 2.240 2.088  -1.44
C: 2.441 2.814 0.795  0.06
C: 1.417 3.642 0.010  -0.32
C: 1.984 4.124 -1.326  -0.87
O: 1.323 3.511 -2.462  -0.38
C: 2.020 2.537 -3.055  0.28
O: 1.952 2.296 -4.217  -0.52
S: -0.529 1.428 2.458  1.00
O: -0.982 2.681 1.965  -0.56
O: -0.657 1.123 3.842  -0.64
F: -1.293 0.315 1.683  -0.15
H: -3.890 1.659 -4.938  0.38
H: -3.656 2.143 -3.243  0.31
H: -4.951 1.042 -3.670  0.00
H: -0.585 0.081 -3.850  0.44
H: -0.868 -1.576 -3.349  0.28
H: -0.772 0.084 -0.973  0.01
H: 0.551 0.593 -1.988  -0.63
H: 0.139 -2.232 -0.957  0.34
H: 1.359 -1.744 -2.159  0.47
H: 2.721 -1.366 -0.347  0.41
H: 1.816 0.121 -0.246  -0.77
H: 1.778 -2.180 1.574  0.36
H: 0.167 -1.615 1.211  0.50
H: 1.066 -0.523 3.225  0.45
H: 2.549 -0.150 2.380  0.25
H: 1.371 3.046 2.616  0.64
H: 2.704 1.933 2.735  0.32
H: 3.297 3.442 1.051  0.52
H: 2.800 2.014 0.141  -0.14
H: 0.517 3.051 -0.143  0.18
H: 1.175 4.525 0.602  0.43
H: 3.050 3.900 -1.395  0.49
H: 1.845 5.193 -1.454  0.34
H: 2.635 1.933 -2.370  0.29
C: 8.364 -1.872 1.263  -1.78
C: 7.344 -0.735 1.072  1.81
C: 8.064 0.553 0.677  -1.28
C: 8.867 1.162 1.824  -0.50
C: 7.984 1.379 3.052  -1.23
C: 7.197 0.138 3.483  1.79
N: 6.527 -0.508 2.308  0.15
O: 5.423 0.096 2.018  -0.23
C: 8.118 -0.859 4.207  -1.69
C: 6.136 0.543 4.501  -1.90
C: 6.419 -1.188 -0.052  -1.93
H: 8.741 -2.181 0.289  0.47
H: 9.236 -1.590 1.847  0.31
H: 7.899 -2.739 1.734  0.36
H: 7.328 1.285 0.330  0.31
H: 8.719 0.342 -0.172  0.38
H: 9.722 0.529 2.076  0.33
H: 9.284 2.119 1.506  0.39
H: 8.590 1.715 3.895  0.38
H: 7.278 2.187 2.833  0.35
H: 7.594 -1.797 4.397  0.38
H: 8.416 -0.444 5.169  0.46
H: 9.036 -1.083 3.671  0.28
H: 5.486 1.330 4.126  0.26
H: 6.631 0.918 5.396  0.45
H: 5.516 -0.309 4.783  0.46
H: 5.866 -2.083 0.238  0.49
H: 7.016 -1.426 -0.931  0.48
H: 5.703 -0.417 -0.332  0.25
C: -8.402 -0.385 -3.038  -1.71
C: -9.150 -1.374 -2.126  1.67
C: -9.791 -0.625 -0.957  -1.33
C: -8.765 -0.116 0.056  -0.44
C: -7.874 -1.256 0.551  -1.39
C: -7.234 -2.076 -0.572  2.06
N: -8.246 -2.447 -1.609  0.52
O: -8.924 -3.483 -1.242  -0.62
C: -6.059 -1.304 -1.196  -1.89
C: -6.631 -3.344 0.022  -1.91
C: -10.226 -2.013 -2.996  -1.89
H: -9.128 0.207 -3.596  0.52
H: -7.781 0.327 -2.502  0.26
H: -7.777 -0.916 -3.758  0.37
H: -10.494 -1.290 -0.447  0.38
H: -10.376 0.208 -1.352  0.36
H: -8.157 0.682 -0.378  0.28
H: -9.285 0.329 0.905  0.40
H: -7.081 -0.862 1.191  0.37
H: -8.476 -1.923 1.177  0.39
H: -5.674 -1.819 -2.078  0.42
H: -5.240 -1.230 -0.480  0.53
H: -6.298 -0.280 -1.471  0.10
H: -7.361 -3.920 0.585  0.41
H: -5.826 -3.066 0.702  0.42
H: -6.217 -3.985 -0.757  0.44
H: -9.777 -2.588 -3.807  0.45
H: -10.843 -1.228 -3.434  0.41
H: -10.876 -2.674 -2.428  0.40

Molecular formula: C31H61ClN3O9PS2Si2
Method: DFT, ωB97M-V/def2-TZVPD

Summary:
Lowest unoccupied orbital energy (eV): -1.10
Gap between HOMO and LUMO (eV): 6.86

Last column: Mulliken charge in e.
Element x y z (Å)
C: 4.085 -3.423 0.812  -0.89
Si: 2.196 -3.114 0.547  0.49
O: 1.861 -1.652 -0.397  -0.40
Si: 2.431 -0.257 0.508  0.30
C: 1.078 1.038 0.954  -0.64
C: -0.377 0.355 1.413  -0.16
C: -1.513 1.523 1.038  -0.90
S: -3.037 1.467 2.120  -0.07
C: -4.118 -0.017 1.784  0.11
S: -5.294 -0.395 3.002  -0.10
N: -4.122 -0.908 0.570  0.13
C: -5.198 -1.970 0.321  0.17
C: -4.850 -2.786 -1.070  -0.43
N: -3.580 -2.163 -1.629  -0.53
C: -3.199 -1.065 -0.614  -0.05
C: 3.881 0.555 -0.538  0.43
C: 4.256 -0.299 -1.890  0.23
O: 5.181 -1.298 -1.850  -0.56
Cl: 3.487 0.066 -3.571  -0.20
P: 1.263 -3.100 2.556  0.32
N: 2.404 -2.653 3.630  -0.74
H: 4.460 -2.756 1.707  0.36
H: 4.220 -4.556 1.150  0.32
H: 4.743 -3.221 -0.134  0.20
H: 1.676 -4.245 -0.260  -0.18
H: 3.085 -0.749 1.735  0.00
H: 0.879 1.695 -0.014  0.27
H: 1.471 1.756 1.822  0.38
H: -0.595 -0.659 0.868  0.12
H: -0.286 0.207 2.585  0.29
H: -0.963 2.553 1.288  0.41
H: -1.738 1.574 -0.123  0.39
H: -6.142 -2.260 0.955  0.02
H: -5.506 -3.685 -1.480  0.30
H: -2.235 -0.434 -0.811  0.21
H: 3.613 1.655 -0.893  -0.46
H: 4.873 0.650 0.089  0.39
H: 0.129 -2.214 2.628  0.00
H: 0.798 -4.433 2.927  0.10
H: 2.117 -1.795 4.161  0.24
C: -8.465 -0.128 1.381  -0.62
C: -9.615 -1.050 1.688  0.89
O: -9.559 -2.250 1.424  -0.59
C: -10.835 -0.447 2.331  -1.22
H: -7.654 -0.702 0.920  -0.01
H: -8.787 0.647 0.682  0.41
H: -8.093 0.322 2.305  0.20
H: -11.263 0.315 1.674  0.35
H: -10.569 -0.010 3.297  0.30
H: -11.583 -1.229 2.494  0.32
C: -6.432 -4.163 4.950  -0.81
C: -6.104 -4.440 3.507  0.86
O: -4.939 -4.532 3.123  -0.60
C: -7.257 -4.601 2.552  -0.79
H: -5.503 -4.071 5.522  0.27
H: -6.987 -3.225 5.031  0.10
H: -7.017 -4.988 5.363  0.38
H: -7.849 -3.682 2.527  -0.08
H: -7.878 -5.446 2.859  0.44
H: -6.870 -4.797 1.547  0.27
C: 4.283 2.747 -5.654  -0.83
C: 4.025 3.910 -4.734  0.82
O: 3.236 3.818 -3.795  -0.56
C: 4.768 5.190 -5.009  -0.77
H: 3.678 1.891 -5.336  0.02
H: 4.002 3.012 -6.677  0.38
H: 5.338 2.465 -5.610  0.30
H: 4.509 5.564 -6.002  0.35
H: 5.845 5.017 -4.936  0.05
H: 4.483 5.942 -4.266  0.22
C: 9.142 4.118 -5.299  -0.97
C: 9.038 5.321 -6.199  0.85
O: 8.075 6.084 -6.136  -0.54
C: 10.157 5.553 -7.179  -1.11
H: 8.265 4.077 -4.645  0.19
H: 9.173 3.206 -5.900  0.31
H: 10.038 4.196 -4.678  0.34
H: 10.233 4.705 -7.864  0.32
H: 11.098 5.695 -6.641  0.32
H: 9.947 6.457 -7.762  0.30
C: -6.061 -0.274 7.024  -0.92
C: -7.503 -0.694 7.119  0.85
O: -7.946 -1.618 6.439  -0.55
C: -8.384 0.062 8.078  -1.18
H: -5.546 -0.907 6.294  0.11
H: -5.997 0.765 6.693  0.31
H: -5.574 -0.395 7.996  0.37
H: -8.424 1.117 7.793  0.32
H: -8.001 -0.044 9.096  0.33
H: -9.398 -0.349 8.040  0.31
C: 3.083 4.124 -0.628  0.07
C: 2.825 5.287 0.291  0.61
O: 2.036 5.196 1.231  -0.59
C: 3.568 6.567 0.017  -1.20
H: 2.478 3.268 -0.310  -0.50
H: 2.802 4.389 -1.651  0.31
H: 4.138 3.842 -0.584  0.36
H: 3.309 6.941 -0.977  0.30
H: 4.645 6.394 0.090  0.32
H: 3.283 7.319 0.760  0.33
C: 5.183 -6.256 -4.408  -1.19
C: 4.925 -5.093 -3.489  0.82
O: 4.136 -5.184 -2.549  -0.52
C: 5.668 -3.813 -3.763  -0.56
H: 4.578 -7.112 -4.090  0.31
H: 4.902 -5.991 -5.431  0.32
H: 6.238 -6.538 -4.364  0.31
H: 5.409 -3.439 -4.757  0.32
H: 6.745 -3.986 -3.690  0.32
H: 5.383 -3.061 -3.020  -0.05

Molecular formula: C31H61ClNO10
Method: DFT, ωB97M-V/def2-TZVPD

Summary:
Lowest unoccupied orbital energy (eV): -4.18
Gap between HOMO and LUMO (eV): 6.30
Total charge: +1

Last column: Mulliken charge in e.
Element x y z (Å)
C: 10.263 -0.570 -0.339  -0.81
C: 9.602 -1.227 -1.512  0.50
O: 10.147 -1.327 -2.604  -0.56
O: 8.327 -1.698 -1.308  -0.22
C: 8.272 -3.122 -1.171  -0.55
C: 6.987 -3.641 -1.758  -0.94
C: 5.737 -2.865 -1.290  -0.39
C: 4.791 -3.670 -0.375  -0.83
C: 3.340 -3.405 -0.789  -0.21
C: 2.344 -4.039 0.166  -1.32
C: 0.861 -3.697 -0.070  -0.75
C: 0.598 -2.273 -0.551  -1.92
C: -0.800 -2.066 -1.105  2.10
C: -1.040 -0.692 -1.761  -1.31
C: -0.238 0.352 -1.071  0.42
C: -0.816 1.719 -1.174  -0.70
O: -0.796 0.807 0.070  -0.48
C: -1.958 -2.412 -0.160  -1.38
C: -3.042 -2.889 -1.142  0.20
C: -4.317 -3.513 -0.616  -0.87
C: -5.339 -3.613 -1.725  -0.05
O: -5.365 -2.829 -2.652  -0.48
C: -2.257 -3.586 -2.196  -0.19
N: -1.074 -3.110 -2.167  0.06
Cl: 0.071 -3.651 -3.314  0.06
H: 11.135 -0.037 -0.676  0.38
H: 9.563 0.103 0.142  0.22
H: 10.583 -1.329 0.368  0.29
H: 8.388 -3.408 -0.127  0.25
H: 9.096 -3.548 -1.737  0.45
H: 7.057 -3.541 -2.835  0.32
H: 6.853 -4.689 -1.523  0.38
H: 5.187 -2.555 -2.171  0.33
H: 6.027 -1.960 -0.768  0.40
H: 4.889 -3.287 0.634  0.29
H: 4.989 -4.734 -0.429  0.37
H: 3.223 -2.325 -0.762  0.36
H: 3.213 -3.732 -1.819  0.27
H: 2.430 -5.116 0.041  0.40
H: 2.647 -3.852 1.189  0.48
H: 0.362 -3.797 0.889  0.27
H: 0.432 -4.463 -0.707  0.46
H: 1.286 -1.939 -1.320  0.82
H: 0.705 -1.624 0.308  0.47
H: -0.755 -0.659 -2.808  0.32
H: -2.054 -0.356 -1.601  0.16
H: 0.827 0.281 -1.117  0.49
H: -0.312 2.552 -0.724  0.39
H: -1.884 1.725 -1.302  0.24
H: -1.718 -3.228 0.508  0.30
H: -2.341 -1.548 0.361  0.49
H: -3.401 -2.013 -1.691  0.29
H: -4.731 -2.809 0.101  0.39
H: -4.188 -4.475 -0.133  0.40
H: -6.087 -4.419 -1.656  0.42
H: -2.575 -4.350 -2.880  0.51
C: 11.686 0.965 3.116  -0.85
O: 10.805 1.643 2.237  -0.27
C: 9.692 2.220 2.903  -0.45
C: 9.865 3.710 3.093  -0.60
O: 10.920 4.003 3.992  -0.37
C: 12.112 4.416 3.346  -0.68
H: 12.590 0.726 2.559  0.24
H: 11.954 1.584 3.975  0.42
H: 11.233 0.031 3.468  0.33
H: 9.522 1.731 3.866  0.36
H: 8.812 2.046 2.274  0.34
H: 8.946 4.119 3.526  0.37
H: 10.030 4.200 2.128  0.34
H: 11.997 5.427 2.941  0.32
H: 12.392 3.732 2.541  0.28
H: 12.905 4.426 4.091  0.24
C: -7.161 -0.348 -2.239  -0.75
O: -6.406 0.693 -1.635  -0.35
C: -5.947 1.660 -2.569  -0.18
C: -6.792 2.913 -2.544  -0.66
O: -8.104 2.662 -3.012  -0.39
C: -9.060 2.558 -1.970  -0.84
H: -7.626 -0.924 -1.439  0.28
H: -7.946 0.045 -2.888  0.35
H: -6.503 -1.003 -2.810  0.33
H: -5.924 1.239 -3.579  0.36
H: -4.921 1.922 -2.287  0.13
H: -6.343 3.653 -3.214  0.40
H: -6.814 3.339 -1.537  0.29
H: -9.257 3.543 -1.536  0.35
H: -8.730 1.876 -1.183  0.36
H: -9.983 2.175 -2.403  0.36
C: -10.854 3.906 4.576  -0.68
O: -11.609 4.500 3.536  -0.37
C: -10.819 5.240 2.620  -0.71
C: -10.583 4.471 1.341  -0.40
O: -9.773 3.323 1.558  -0.33
C: -10.517 2.120 1.607  -0.81
H: -11.509 3.217 5.107  0.24
H: -9.997 3.350 4.187  0.28
H: -10.504 4.668 5.280  0.33
H: -9.866 5.527 3.074  0.36
H: -11.369 6.156 2.383  0.39
H: -10.049 5.115 0.634  0.36
H: -11.537 4.190 0.886  0.37
H: -10.871 1.850 0.605  0.30
H: -11.371 2.198 2.284  0.40
H: -9.855 1.333 1.968  0.25